[1]
This record from OMol25 describes a single C6H6N2 molecule. The level of theory is the ωB97M-V functional and the def2-TZVPD basis.

Geometry (Å):
C -1.086 0.866 0.280
C -1.438 -0.428 0.422
C -0.923 -1.504 -0.390
N 0.296 -1.828 -0.560
N 1.240 -1.490 0.432
C 1.766 -0.366 0.412
C 1.347 0.849 -0.349
C 0.104 1.363 -0.359
H -1.778 1.586 0.783
H -2.538 -0.530 0.857
H -1.690 -2.017 -0.972
H 2.635 -0.253 1.150
H 2.121 1.445 -0.871
H -0.058 2.306 -0.835

Calculated values
SMILES string   C1=C\C=N/N=C\C=C/1
Energy   -341.6257 a.u.
Net charge   0
E_LUMO   0.00238 Eh
Kohn-Sham gap   0.3404 Eh
Energy relative to the best compared isomer or geometry (same formula, charge and spin)   254.3 kJ/mol


[2]
This record from OMol25 describes a single C4H6ClF molecule. The level of theory is the ωB97M-V functional and the def2-TZVPD basis.

Geometry (Å):
C -1.386 1.631 -0.106
C -0.915 0.252 0.054
C -2.033 -0.780 0.099
C 0.277 -0.341 -0.054
F 0.379 -1.653 -0.116
Cl 1.909 0.430 0.055
H -0.588 2.319 -0.225
H -1.858 1.901 0.807
H -2.116 1.780 -0.846
H -2.104 -1.474 0.911
H -2.053 -1.369 -0.773
H -2.808 -0.155 0.278

Calculated values
SMILES string   CC(C)=C(F)Cl
Energy   -716.0198 a.u.
Net charge   0
E_LUMO   0.03200 Eh
Kohn-Sham gap   0.3671 Eh
Energy relative to the best compared isomer or geometry (same formula, charge and spin)   82.1 kJ/mol


[3]
This record from OMol25 describes C14H6N2O8Pd as an isolated structure. The level of theory is the ωB97M-V functional and the def2-TZVPD basis.

Geometry (Å):
Pd 1.181 -0.707 -0.969
O 0.445 2.267 -3.711
C 0.574 1.293 -2.979
O 1.457 1.105 -2.073
C -0.478 0.182 -3.083
C -1.506 0.121 -4.005
C -2.323 -1.002 -4.019
C -2.086 -2.043 -3.128
C -1.043 -1.921 -2.231
N -0.300 -0.818 -2.225
C -0.577 -2.997 -1.240
O -1.244 -4.022 -1.162
O 0.443 -2.670 -0.543
H -1.627 0.948 -4.692
H -3.134 -1.075 -4.734
H -2.673 -2.950 -3.112
O -0.767 2.424 5.603
C 0.368 2.037 5.253
O 1.423 1.961 5.908
C 0.434 1.435 3.815
C -0.698 1.412 3.010
C -0.609 0.873 1.738
N 0.516 0.368 1.241
C 1.605 0.385 2.004
C 1.608 0.907 3.293
C 2.880 -0.203 1.399
O 3.903 -0.204 2.073
O 2.814 -0.671 0.202
H -1.621 1.819 3.400
H -1.478 0.841 1.084
H 2.513 0.903 3.883

Calculated values
Energy   -1376.6167 a.u.
Net charge   -2
E_LUMO   0.15736 Eh
Kohn-Sham gap   0.2619 Eh
Energy relative to the best compared isomer or geometry (same formula, charge and spin)   0.0 kJ/mol


[4]
This record from OMol25 describes a single C3H4Br2N2 molecule. The level of theory is the ωB97M-V functional and the def2-TZVPD basis.

Geometry (Å):
Br -3.267 1.915 -0.081
N -1.953 0.528 0.531
C -0.675 0.937 0.874
C 0.268 0.220 0.308
C -0.465 -0.721 -0.613
N -1.822 -0.528 -0.314
Br -2.722 -2.186 0.393
H -0.628 1.695 1.520
H 1.242 0.080 0.692
H -0.413 -0.279 -1.664
H 0.035 -1.728 -0.475

Calculated values
SMILES string   BrN1C=CCN1Br
Energy   -5374.1069 a.u.
Net charge   0
E_LUMO (spin up / spin down)   -0.03602 / -0.03596 Eh
Kohn-Sham gap (spin up / spin down)   0.2760 / 0.2761 Eh
Energy relative to the best compared isomer or geometry (same formula, charge and spin)   296.0 kJ/mol


[5]
This record from OMol25 describes a 2-piece molecular cluster, H2O4PS overall. The level of theory is the ωB97M-V functional and the def2-TZVPD basis.

Geometry (Å):
O 0.243 1.162 -0.487
O -1.575 -0.615 -1.482
O -2.450 -0.354 0.865
O -0.653 -1.826 0.504
P 1.321 0.381 0.290
S -1.380 -0.714 -0.068
H 1.983 1.476 1.005
H 2.511 0.490 -0.627

Calculated values
Energy   -1041.6940 a.u.
Net charge   -1
E_LUMO (spin up / spin down)   0.10750 / 0.10751 Eh
Kohn-Sham gap (spin up / spin down)   0.2482 / 0.2482 Eh
Energy relative to the best compared isomer or geometry (same formula, charge and spin)   238.0 kJ/mol